The following is a DFT calculation (ωB97M-V with the def2-TZVPD basis set) of a 10-piece molecular cluster, C9H38O10 overall in a non-equilibrium geometry.

Computed properties:
electronic energy = -30423.1191 eV
net charge = -1
LUMO level (spin up / spin down) = 1.94 / 1.86 eV
gap between HOMO and LUMO (spin up / spin down) = 1.97 / 9.26 eV
relative energy (zero: lowest compared OMol25 entry of this formula, charge and spin) = 1.210 eV
spin multiplicity = 2
strongest force on any atom = 2.84 eV Å⁻¹

Bonds (Å) are listed after each position.
Geometry (Å):
1 O -8.3844 14.0451 -1.9998  H2 0.957, H3 0.957
2 H -9.0155 14.7424 -2.1780  O1 0.957
3 H -7.9314 14.3286 -1.2057  O1 0.957
4 O -14.9605 13.0258 -0.7868  H5 0.957, H6 0.957
5 H -15.0340 13.8301 -0.2730  O4 0.957
6 H -15.1385 13.2989 -1.6868  O4 0.957
7 O -8.8153 18.4534 -1.6454  H8 0.957, H9 0.957
8 H -8.4959 19.3514 -1.7331  O7 0.957
9 H -8.0547 17.9565 -1.3438  O7 0.957
10 O -15.0201 14.2905 -3.1764  H11 0.957, H12 0.957
11 H -15.5520 14.9790 -2.7772  O10 0.957
12 H -14.8924 14.5794 -4.0800  O10 0.957
13 O -9.0226 15.8132 -5.1646  H14 0.957, H15 0.957
14 H -9.5583 15.8061 -4.3714  O13 0.957
15 H -9.5968 16.1769 -5.8386  O13 0.957
16 O -11.0816 19.2864 -0.4423  H17 0.957, H18 0.957
17 H -10.3446 18.8524 -0.8722  O16 0.957
18 H -11.2499 20.0611 -0.9787  O16 0.957
19 O -10.7561 16.7173 -7.1979  H20 0.957, H21 0.957
20 H -11.5605 17.2340 -7.2450  O19 0.957
21 H -10.0571 17.3439 -7.3846  O19 0.957
22 C -11.6853 15.5473 -1.2867  C23 1.485, H26 1.090, H27 1.090, H28 1.090
23 C -11.1366 15.6907 -2.6594  C22 1.485, C24 1.490, O25 1.410, H29 1.090
24 C -11.7151 16.8470 -3.4001  C23 1.490, H30 1.090, H31 1.090, H32 1.090
25 O -9.7772 16.0641 -2.6251  C23 1.410, H33 0.960
26 H -11.0764 14.8055 -0.7699  C22 1.090
27 H -12.7303 15.2572 -1.3961  C22 1.090
28 H -11.7577 16.4930 -0.7495  C22 1.090
29 H -11.3164 14.8422 -3.3195  C23 1.090
30 H -11.1312 17.0597 -4.2957  C24 1.090
31 H -11.7285 17.7036 -2.7263  C24 1.090
32 H -12.7480 16.5623 -3.6006  C24 1.090
33 H -9.7870 16.9728 -2.3155  O25 0.960
34 C -13.1662 20.4925 -4.4961  C35 1.527, H38 1.090, H39 1.090, H40 1.090
35 C -14.2442 19.5473 -3.9695  C34 1.527, C36 1.471, O37 1.416, H41 1.090
36 C -15.0903 20.2171 -2.9705  C35 1.471, H42 1.090, H43 1.090, H44 1.090
37 O -14.9387 19.0545 -5.1007  C35 1.416, H45 0.960
38 H -13.5686 21.1118 -5.2977  C34 1.090
39 H -12.3708 19.9514 -5.0087  C34 1.090
40 H -12.7861 21.1056 -3.6790  C34 1.090
41 H -13.7209 18.7331 -3.4682  C35 1.090
42 H -15.7415 19.4823 -2.4970  C36 1.090
43 H -15.7723 20.9518 -3.3985  C36 1.090
44 H -14.5645 20.7420 -2.1729  C36 1.090
45 H -15.5180 18.3471 -4.8081  O37 0.960
46 C -13.0023 11.4684 -4.5460  C47 1.589, H50 1.090, H51 1.090, H52 1.090
47 C -11.5451 11.8142 -4.0147  C46 1.589, C48 1.541, O49 1.433, H53 1.090
48 C -11.5084 12.0414 -2.4909  C47 1.541, H54 1.090, H55 1.090, H56 1.090
49 O -10.7281 10.6605 -4.2470  C47 1.433, H57 0.960
50 H -12.9366 11.3285 -5.6249  C46 1.090
51 H -13.7831 12.2204 -4.4316  C46 1.090
52 H -13.5283 10.6270 -4.0949  C46 1.090
53 H -11.0837 12.7065 -4.4379  C47 1.090
54 H -12.1285 12.8831 -2.1824  C48 1.090
55 H -10.4920 12.1484 -2.1119  C48 1.090
56 H -11.9345 11.1540 -2.0230  C48 1.090
57 H -11.1225 9.8598 -3.8937  O49 0.960

Mulliken charges, unit e, in atom order: number 1, O, carries -0.68; number 2, H, carries 0.38; number 3, H, carries 0.27; number 4, O, carries -0.85; number 5, H, carries 0.28; number 6, H, carries 0.32; number 7, O, carries -0.54; number 8, H, carries 0.25; number 9, H, carries 0.23; number 10, O, carries 0.19; number 11, H, carries -0.04; number 12, H, carries -0.14; number 13, O, carries -0.80; number 14, H, carries 0.38; number 15, H, carries 0.35; number 16, O, carries -0.57; number 17, H, carries 0.32; number 18, H, carries 0.27; number 19, O, carries -0.73; number 20, H, carries 0.35; number 21, H, carries 0.33; number 22, C, carries -1.72; number 23, C, carries 1.17; number 24, C, carries -1.50; number 25, O, carries -0.55; number 26, H, carries 0.36; number 27, H, carries 0.34; number 28, H, carries 0.36; number 29, H, carries 0.05; number 30, H, carries -0.09; number 31, H, carries 0.26; number 32, H, carries 0.65; number 33, H, carries 0.36; number 34, C, carries -1.57; number 35, C, carries 1.55; number 36, C, carries -1.92; number 37, O, carries -0.41; number 38, H, carries 0.43; number 39, H, carries 0.21; number 40, H, carries 0.37; number 41, H, carries -0.11; number 42, H, carries 0.47; number 43, H, carries 0.36; number 44, H, carries 0.35; number 45, H, carries 0.10; number 46, C, carries -1.44; number 47, C, carries 0.47; number 48, C, carries -0.86; number 49, O, carries -0.57; number 50, H, carries 0.38; number 51, H, carries 0.28; number 52, H, carries 0.32; number 53, H, carries 0.20; number 54, H, carries 0.01; number 55, H, carries 0.25; number 56, H, carries 0.49; number 57, H, carries 0.35

***

The following is a DFT calculation (ωB97M-V with the def2-TZVPD basis set) of a 2-piece molecular cluster, C5H13O2S overall in a non-equilibrium geometry.

Computed properties:
electronic energy = -20324.5390 eV
net charge = -1
LUMO level = 3.36 eV
gap between HOMO and LUMO = 6.79 eV
relative energy (zero: lowest compared OMol25 entry of this formula, charge and spin) = 1.764 eV
spin multiplicity = 1
strongest force on any atom = 4.81 eV Å⁻¹

Bonds (Å) are listed after each position.
Geometry (Å):
1 C 1.0658 2.1606 0.1516  O2 1.309, C3 1.502, H8 1.090, H9 1.105
2 O -0.1633 2.0540 0.5897  C1 1.309
3 C 1.7022 0.8090 -0.0031  C1 1.502, C4 1.542, H10 1.126, H11 1.184
4 C 1.3223 -0.0943 -1.1941  C3 1.542, C5 1.586, H12 1.075, H13 1.048
5 C -0.2627 -0.0746 -1.1546  C4 1.586, S6 1.861, H14 1.061, H15 1.071
6 S -0.9807 -1.7914 -1.1484  C5 1.861, C7 1.817
7 C -0.7478 -2.0826 0.6301  S6 1.817, H16 1.127, H17 1.158, H18 1.061
8 H 1.4816 2.9928 0.7192  C1 1.090
9 H 0.9381 2.7784 -0.7562  C1 1.105
10 H 1.6079 0.3212 1.0071  C3 1.126
11 H 2.8517 1.0801 -0.0830  C3 1.184
12 H 1.4943 0.3742 -2.1463  C4 1.075
13 H 1.8082 -1.0211 -1.2466  C4 1.048
14 H -0.8009 0.3771 -1.9489  C5 1.061
15 H -0.7549 0.4618 -0.3690  C5 1.071
16 H -0.9168 -3.1790 0.8263  C7 1.127
17 H -1.5752 -1.6546 1.3177  C7 1.158
18 H 0.0687 -1.7375 1.2128  C7 1.061
19 H -1.3678 1.2210 2.7393  O21 0.924
20 H -0.4259 1.2454 1.6289  O21 1.154
21 O -0.7362 0.5827 2.5219  H19 0.924, H20 1.154

Mulliken charges, unit e, in atom order: number 1, C, carries -0.66; number 2, O, carries -0.86; number 3, C, carries -0.29; number 4, C, carries -0.75; number 5, C, carries -0.62; number 6, S, carries -0.20; number 7, C, carries -0.82; number 8, H, carries 0.35; number 9, H, carries 0.25; number 10, H, carries 0.17; number 11, H, carries 0.25; number 12, H, carries 0.34; number 13, H, carries 0.41; number 14, H, carries 0.49; number 15, H, carries 0.26; number 16, H, carries 0.31; number 17, H, carries 0.25; number 18, H, carries 0.28; number 19, H, carries 0.23; number 20, H, carries 0.40; number 21, O, carries -0.78

***

The following is a DFT calculation (ωB97M-V with the def2-TZVPD basis set) of one molecule with the formula C3H2F2N2 in a non-equilibrium geometry.

Computed properties:
electronic energy = -11556.0109 eV
LUMO level = -1.10 eV
gap between HOMO and LUMO = 9.39 eV
relative energy (zero: lowest compared OMol25 entry of this formula, charge and spin) = 1.747 eV
SMILES string = FC1(F)C=CN=N1
spin multiplicity = 1
strongest force on any atom = 4.15 eV Å⁻¹

Bonds (Å) are listed after each position.
Geometry (Å):
1 F -1.4090 1.5050 -0.0400  C2 1.474
2 C -0.0686 0.9257 -0.2418  F1 1.474, F3 1.343, C4 1.477, N7 1.444
3 F 0.8175 1.9283 -0.1239  C2 1.343
4 C 0.0145 -0.1061 0.8119  C2 1.477, C5 1.315, H8 1.051
5 C 0.2260 -1.2208 0.1470  C4 1.315, N6 1.435, H9 1.129
6 N 0.1781 -0.9541 -1.2619  C5 1.435, N7 1.217
7 N 0.0112 0.2270 -1.5035  C2 1.444, N6 1.217
8 H -0.1221 0.0161 1.8473  C4 1.051
9 H 0.3525 -2.3210 0.3649  C5 1.129

Mulliken charges, unit e, in atom order: number 1, F, carries -0.29; number 2, C, carries 1.11; number 3, F, carries -0.23; number 4, C, carries -0.55; number 5, C, carries -0.37; number 6, N, carries -0.17; number 7, N, carries -0.26; number 8, H, carries 0.37; number 9, H, carries 0.40